[1]
C6H10O | ωB97M-V/def2-TZVPD

CARTESIAN COORDINATES (ANGSTROEM)
C (-0.2234, -1.5006, 0.8384)
C (-0.4046, -0.1868, 0.9052)
C (-0.0057, 0.6579, 2.0840)
C (-0.9946, 0.4347, -0.3429)
C (0.3355, 0.6696, -1.0452)
C (0.8326, -0.2018, -2.1775)
O (0.9684, 1.5943, -0.6117)
H (-0.7973, -2.1366, 0.1695)
H (0.4092, -1.9985, 1.5485)
H (-0.9505, 0.9420, 2.5585)
H (0.5090, 1.5793, 1.8141)
H (0.5844, 0.1306, 2.8449)
H (-1.4212, 1.4337, -0.2539)
H (-1.7177, -0.2499, -0.7934)
H (0.6491, -1.2648, -2.0316)
H (1.8914, -0.0511, -2.4067)
H (0.2632, 0.1124, -3.0524)

strongest force on any atom = 1.107 eV/A
HOMO level = -9.07 eV
orbital gap = 10.04 eV

=====

[2]
C6H10O | ωB97M-V/def2-TZVPD

CARTESIAN COORDINATES (ANGSTROEM)
C (-2.5834, -0.2895, 0.7743)
C (-1.6127, -0.2069, -0.3204)
C (-0.2846, -0.7952, 0.0170)
C (0.8414, 0.1973, -0.2450)
C (2.2406, -0.2664, 0.0818)
C (0.6474, 1.2948, -1.1933)
O (0.5177, 1.5115, 0.2126)
H (-3.6268, -0.3047, 0.4458)
H (-2.4190, 0.7354, 1.1726)
H (-2.4007, -0.9918, 1.6045)
H (-0.1701, -1.2064, 1.0387)
H (-0.1898, -1.6453, -0.6825)
H (2.5634, -1.0521, -0.6109)
H (2.2992, -0.6634, 1.1014)
H (2.9346, 0.5755, 0.0017)
H (-0.2814, 1.3464, -1.7552)
H (1.5242, 1.7608, -1.6430)

strongest force on any atom = 0.379 eV/A
HOMO level = -8.28 eV
orbital gap = 8.64 eV

=====

[3]
C6H10O | ωB97M-V/def2-TZVPD

CARTESIAN COORDINATES (ANGSTROEM)
C (1.3144, 1.5815, -0.3011)
C (-0.5210, -1.9038, 0.0275)
C (0.9047, 0.1977, 0.0760)
C (-0.3588, -0.4080, 0.0011)
C (-1.0962, 0.4891, 0.9714)
C (-1.7200, 0.5375, -0.3090)
O (2.0250, -0.5959, 0.2363)
H (1.7909, -1.4862, 0.5304)
H (-0.8125, 1.4637, 1.3572)
H (1.8533, 2.0499, 0.5293)
H (2.0020, 1.5493, -1.1504)
H (0.4657, 2.2203, -0.5363)
H (0.0740, -2.3902, -0.7539)
H (-0.2219, -2.3216, 0.9945)
H (-1.5720, -2.1699, -0.0854)
H (-1.6952, 1.4086, -0.9672)
H (-2.4323, -0.2219, -0.6205)

strongest force on any atom = 2.912 eV/A
HOMO level (alpha / beta) = -6.78 / -6.78 eV
orbital gap (alpha / beta) = 7.54 / 7.54 eV

=====

[4]
C6H10O | ωB97M-V/def2-TZVPD

CARTESIAN COORDINATES (ANGSTROEM)
C (1.2885, 0.1209, 0.2678)
C (2.9112, 0.2848, 0.6661)
C (1.1572, 0.7070, -1.1289)
C (-1.3057, 0.8126, 1.0749)
C (-1.0085, -1.2302, -0.4254)
C (-0.5207, -0.4222, 0.7445)
O (2.4140, -0.8229, 0.2570)
H (0.2727, 1.3336, -1.2070)
H (1.1075, -0.0752, -1.8911)
H (2.0308, 1.3264, -1.3438)
H (-0.8775, 1.3315, 1.9298)
H (-2.3254, 0.5140, 1.3285)
H (-1.3561, 1.5016, 0.2374)
H (-0.2752, -1.9743, -0.7272)
H (-1.2494, -0.6006, -1.2750)
H (-1.9139, -1.7628, -0.1297)
H (-0.3496, -1.0441, 1.6218)

strongest force on any atom = 4.082 eV/A
HOMO level = -8.88 eV
orbital gap = 9.80 eV

=====

[5]
C6H10O | ωB97M-V/def2-TZVPD

CARTESIAN COORDINATES (ANGSTROEM)
C (0.4365, 1.5594, -0.0053)
C (1.4840, 0.7902, 0.2938)
C (1.5807, -0.7086, 0.1390)
O (0.6391, -1.2644, -0.7527)
C (-0.6361, -1.4731, -0.1843)
C (-1.4302, -0.1788, 0.1240)
C (-0.9126, 1.1109, -0.5335)
H (0.5522, 2.6294, 0.1731)
H (2.3775, 1.2739, 0.6947)
H (1.4869, -1.1985, 1.1235)
H (2.5785, -0.9808, -0.2314)
H (-0.5583, -2.0970, 0.7285)
H (-1.1802, -2.1076, -0.8830)
H (-1.4360, 0.0052, 1.2033)
H (-2.4750, -0.3476, -0.1699)
H (-0.8886, 1.0036, -1.6255)
H (-1.6411, 1.9108, -0.3304)

strongest force on any atom = 0.390 eV/A
HOMO level = -9.26 eV
orbital gap = 10.33 eV

=====

[6]
C6H10O | ωB97M-V/def2-TZVPD

CARTESIAN COORDINATES (ANGSTROEM)
C (-0.5608, -1.5555, 1.5679)
C (-1.2657, -0.4214, 1.6091)
C (-0.7798, 0.8837, 1.1218)
C (0.4928, 1.2954, 1.1885)
H (-0.9610, -2.4865, 1.9607)
H (0.4233, -1.5998, 1.1070)
H (-2.2760, -0.4319, 2.0168)
H (-1.5275, 1.5569, 0.6974)
H (1.2637, 0.6695, 1.6439)
H (0.8026, 2.2751, 0.8155)
C (1.1209, 0.3724, -2.1097)
C (-0.0242, -0.5399, -1.7345)
O (0.1161, -1.7123, -1.4663)
H (1.2445, 0.3424, -3.2024)
H (2.0491, 0.0175, -1.6459)
H (0.9185, 1.4119, -1.8224)
H (-1.0363, -0.0774, -1.7475)

strongest force on any atom = 0.777 eV/A
HOMO level = -9.08 eV
orbital gap = 9.97 eV

=====

[7]
C6H10O | ωB97M-V/def2-TZVPD

CARTESIAN COORDINATES (ANGSTROEM)
C (2.6262, -0.1752, -0.3487)
C (1.3740, 0.1345, -0.7010)
O (1.0402, 0.9358, -1.7550)
C (0.1947, -0.3637, 0.0683)
C (-0.2935, 0.4852, 1.2200)
C (-1.1657, 0.2774, 0.0216)
C (-2.3884, -0.5956, 0.1915)
H (3.4952, 0.1926, -0.8934)
H (2.7975, -0.7966, 0.5282)
H (1.8565, 1.2763, -2.1457)
H (0.2165, -1.4376, 0.2355)
H (-0.5671, -0.0145, 2.1466)
H (0.2051, 1.4417, 1.3443)
H (-1.2821, 1.1253, -0.6502)
H (-3.1863, -0.0656, 0.7262)
H (-2.1401, -1.4844, 0.7830)
H (-2.7827, -0.9357, -0.7711)

strongest force on any atom = 0.359 eV/A
HOMO level = -8.63 eV
orbital gap = 9.56 eV

=====

[8]
C6H10O | ωB97M-V/def2-TZVPD

CARTESIAN COORDINATES (ANGSTROEM)
C (-2.0438, 0.1049, 1.4169)
C (-1.8809, 1.1880, 0.6362)
C (-0.8086, -1.2242, -0.1232)
C (0.6911, -1.1477, 0.2057)
C (1.6444, -0.7087, -0.9363)
C (1.5769, 0.6521, -0.2359)
O (0.9945, 0.0641, 0.9379)
H (-1.3393, -0.1101, 2.2144)
H (-2.9641, -0.4700, 1.3956)
H (-2.6407, 1.4925, -0.0825)
H (-1.0123, 1.8325, 0.7339)
H (-0.9670, -0.5560, -0.9923)
H (1.0256, -2.0326, 0.7657)
H (2.6361, -1.1673, -0.8663)
H (1.2813, -0.7746, -1.9661)
H (2.5132, 1.1664, 0.0007)
H (0.8801, 1.3529, -0.7166)

strongest force on any atom = 0.355 eV/A
HOMO level (alpha / beta) = -8.23 / -8.23 eV
orbital gap (alpha / beta) = 7.97 / 7.97 eV

=====

Number 1: total energy -8430.63095 eV. Number 2: total energy -8427.06021 eV. Number 3: total energy -8427.31076 eV. Number 4: total energy -8426.35703 eV. Number 5: total energy -8430.54092 eV. Number 6: total energy -8429.75215 eV. Number 7: total energy -8430.28160 eV. Number 8: total energy -8425.31446 eV.